Entry from the OMol25 dataset: a cluster of 2 separate species, C4H14NS2 in total (ωB97M-V/def2-TZVPD).

Positions of all 21 atoms, in Å:
C1 -1.46 -2.15 -2.09
N1 -0.30 -1.28 -1.73
C2 -0.07 -0.11 -2.63
H1 -1.67 -2.77 -1.22
H2 -2.31 -1.52 -2.31
H3 -1.18 -2.76 -2.93
H4 0.55 -1.85 -1.74
H5 -0.39 -0.93 -0.75
H6 0.02 -0.47 -3.65
H7 0.84 0.39 -2.31
H8 -0.89 0.59 -2.52
C3 -1.53 2.36 1.11
C4 -0.10 1.88 1.23
S1 -0.07 0.05 1.23
S2 1.95 -0.38 1.23
H9 -2.10 2.06 1.98
H10 -2.05 2.00 0.22
H11 -1.56 3.44 1.01
H12 0.32 2.19 2.18
H13 0.55 2.22 0.43
H14 2.26 -0.07 -0.04

For the energy relative to the best compared isomer or geometry (same formula, charge and spin), the calculation gives 0.314 eV. The value obtained for the frontier orbital gap is 9.740 eV. As for the net charge: +1.

=====

Entry from the OMol25 dataset: a cluster of 2 separate species, C4H14NS2 in total (ωB97M-V/def2-TZVPD).

Positions of all 21 atoms, in Å:
C1 -2.67 1.23 -0.46
C2 -1.60 2.27 -0.89
N1 -0.16 1.80 -0.47
H1 -3.69 1.64 -0.52
H2 -2.60 0.33 -1.06
H3 -2.46 0.94 0.58
H4 -1.61 2.55 -1.96
H5 -1.69 3.19 -0.27
H6 -0.04 1.55 0.52
H7 0.59 2.44 -0.81
H8 0.05 0.89 -0.99
C3 3.30 -1.28 0.06
S1 2.00 -0.53 1.11
S2 0.23 -1.21 0.20
C4 -0.04 -2.70 1.22
H9 3.67 -2.22 0.51
H10 2.94 -1.42 -0.99
H11 4.11 -0.51 0.06
H12 -0.11 -2.42 2.28
H13 -0.99 -3.12 0.82
H14 0.75 -3.44 1.06

For the energy relative to the best compared isomer or geometry (same formula, charge and spin), the calculation gives 0.475 eV. The value obtained for the frontier orbital gap is 9.426 eV. As for the net charge: +1.

=====

Entry from the OMol25 dataset: the ion C4H14NSi with charge +1 (ωB97M-V/def2-TZVPD).

Positions of all 20 atoms, in Å:
C1 0.58 0.59 1.94
C2 1.54 0.40 -0.99
C3 -1.24 1.95 -0.70
C4 -1.01 -1.14 -0.41
N1 -0.07 -2.20 0.06
Si1 -0.13 0.62 -0.12
H1 0.52 -0.48 2.30
H2 1.66 1.07 2.14
H3 -0.23 1.17 2.43
H4 1.60 -0.59 -1.38
H5 1.74 1.07 -1.80
H6 2.40 0.57 -0.24
H7 -1.12 2.34 -1.66
H8 -2.23 1.52 -0.49
H9 -1.21 2.71 0.01
H10 -1.98 -1.09 0.04
H11 -1.15 -1.34 -1.45
H12 0.31 -2.00 0.95
H13 -0.53 -3.14 0.11
H14 0.54 -2.04 -0.77

For the energy relative to the best compared isomer or geometry (same formula, charge and spin), the calculation gives 1.312 eV. The SMILES is C[Si](C)(C)C[NH3+]. The value obtained for the frontier orbital gap is 10.246 eV. As for the net charge: +1.

=====

Entry from the OMol25 dataset: a cluster of 3 separate species, C4H14O2S in total (ωB97M-V/def2-TZVPD).

Positions of all 21 atoms, in Å:
C1 -0.31 1.60 1.85
C2 -1.38 1.19 0.82
C3 -0.88 1.29 -0.62
S1 0.72 0.36 -0.75
C4 0.28 -0.53 -2.37
H1 0.13 2.58 1.72
H2 -0.85 1.45 2.80
H3 0.48 0.86 1.98
H4 -2.25 1.84 1.02
H5 -1.76 0.21 1.11
H6 -0.66 2.34 -0.85
H7 -1.65 1.09 -1.36
H8 0.62 -1.55 -2.25
H9 -0.77 -0.47 -2.66
H10 0.74 0.10 -3.11
H11 -1.87 -3.35 -2.67
H12 -1.96 -4.37 -1.51
O1 -1.45 -4.10 -2.28
H13 2.20 1.32 3.97
H14 3.10 0.14 3.63
O2 2.18 0.41 3.63

For the energy relative to the best compared isomer or geometry (same formula, charge and spin), the calculation gives 1.085 eV. The SMILES is CCCSC.O.O. The value obtained for the frontier orbital gap is 9.102 eV.

=====

Entry from the OMol25 dataset: a cluster of 3 separate species, C4H14O2S in total (ωB97M-V/def2-TZVPD).

Positions of all 21 atoms, in Å:
C1 0.83 2.04 -0.29
C2 1.11 0.71 0.35
C3 -0.07 0.18 1.13
S1 -1.37 -0.21 -0.15
C4 -2.26 -1.91 0.24
H1 0.22 2.74 0.39
H2 1.75 2.58 -0.24
H3 0.35 1.99 -1.23
H4 1.90 0.77 1.11
H5 1.45 -0.12 -0.27
H6 -0.44 1.09 1.79
H7 0.18 -0.60 1.84
H8 -3.36 -1.58 0.18
H9 -2.01 -2.65 -0.49
H10 -2.02 -2.11 1.37
H11 3.01 -1.92 2.54
H12 2.74 -2.18 4.00
O1 2.36 -2.35 3.08
H13 -0.87 1.47 -4.51
H14 -2.22 1.06 -5.54
O2 -1.29 0.98 -5.30

For the energy relative to the best compared isomer or geometry (same formula, charge and spin), the calculation gives 1.922 eV. The SMILES is CCCSC.O.O. The value obtained for the frontier orbital gap is 8.981 eV.

=====

Entry from the OMol25 dataset: a cluster of 3 separate species, C4H14O2S in total (ωB97M-V/def2-TZVPD).

Positions of all 21 atoms, in Å:
C1 -1.60 -0.07 -1.56
C2 -1.18 0.04 -0.08
C3 -0.43 -1.15 0.47
C4 -0.14 -1.20 1.97
S1 1.03 -2.58 2.40
H1 -2.10 -1.08 -1.80
H2 -2.31 0.72 -1.88
H3 -0.71 0.00 -2.20
H4 -2.15 0.10 0.53
H5 -0.56 0.97 0.17
H6 0.51 -1.42 0.01
H7 -1.05 -2.02 0.31
H8 -1.03 -1.11 2.67
H9 0.51 -0.36 2.23
H10 2.28 -2.12 2.23
H11 2.25 1.59 1.08
H12 1.62 1.04 -0.18
O1 1.50 1.69 0.50
H13 0.93 2.25 -1.56
H14 1.76 2.30 -2.83
O2 0.85 2.42 -2.48

For the energy relative to the best compared isomer or geometry (same formula, charge and spin), the calculation gives 0.952 eV. The SMILES is CCCCS.O.O. The value obtained for the frontier orbital gap is 9.379 eV.